# 1
This record from the OMol25 dataset describes a gas-phase ion, C4H6NO2 (charge -1) in a non-equilibrium geometry. The level of theory is ωB97M-V/def2-TZVPD.

Calculated values
HOMO energy (spin up / spin down) (eV): -2.101 / -2.100
LUMO (spin up / spin down) (eV): 4.103 / 4.103
Structure (SMILES): C=C1[C@H](O)CN1[O-]
ΔE to the lowest compared entry with this formula, charge and spin (kJ/mol): 629.3
2S+1: 1
Net charge: -1

Geometry as XYZ:
```
13
Properties=species:S:1:pos:R:3:forces:R:3:mulliken_charge:R:1
C 0.675 -2.205 0.089 -0.9 5.6 -0.1 -0.89
C -0.031 -0.623 -0.289 1.1 -1.4 0.8 -0.11
C 0.574 0.718 0.177 -0.1 0.8 2.0 0.21
O 1.037 0.804 1.585 -0.2 -0.2 -1.6 -0.63
C -0.812 1.408 -0.095 0.4 0.3 -2.1 -0.56
N -1.133 0.057 -0.713 2.2 0.4 0.6 0.52
O -2.023 -0.131 -1.570 -1.6 -0.8 -0.6 -0.82
H 0.095 -3.054 -0.121 -0.9 -0.8 -0.8 0.22
H 1.705 -2.158 -0.283 -0.3 -0.1 0.0 0.13
H 1.314 1.253 -0.503 -0.4 -1.1 0.9 0.18
H 0.899 -0.094 1.927 0.1 0.0 -0.2 0.35
H -1.564 1.706 0.674 1.0 -0.5 -0.1 0.23
H -0.737 2.319 -0.879 -0.3 -2.1 1.4 0.17
```
Forces are in eV/Å.

# 2
This record from the OMol25 dataset describes 2 unconnected molecules or ions with the total composition C4H6NO2 in a non-equilibrium geometry. The level of theory is ωB97M-V/def2-TZVPD.

Calculated values
HOMO energy (eV): -3.085
LUMO (eV): 4.136
ΔE to the lowest compared entry with this formula, charge and spin (kJ/mol): 362.8
2S+1: 1
Net charge: -1

Geometry as XYZ:
```
13
Properties=species:S:1:pos:R:3:forces:R:3:mulliken_charge:R:1
C -1.409 -0.506 -0.051 -1.0 -2.3 1.3 -0.78
C -1.507 -1.617 -0.935 -0.4 -0.4 -1.1 0.04
C -0.733 0.623 -0.424 -1.1 0.7 -0.8 0.32
C 1.755 0.480 1.134 1.7 -2.0 0.9 -0.73
N -0.460 1.533 -1.117 0.6 -0.1 0.7 0.38
O 0.318 2.399 -1.560 0.2 0.5 -0.4 -0.74
O -1.185 -1.708 -2.159 -0.4 0.0 2.4 -0.67
H -1.900 -0.703 0.962 1.0 0.8 -1.4 0.24
H -2.034 -2.502 -0.385 0.6 0.8 -0.9 0.20
H 0.918 -0.088 1.597 1.0 -0.1 -0.6 0.20
H 2.139 1.154 1.861 0.2 0.8 0.7 0.29
H 1.403 1.008 0.318 -0.7 1.2 -1.6 0.04
H 2.694 -0.073 0.759 -1.8 0.1 0.7 0.20
```
Forces are in eV/Å.

# 3
This record from the OMol25 dataset describes 2 unconnected molecules or ions with the total composition C4H6NO2 in a non-equilibrium geometry. The level of theory is ωB97M-V/def2-TZVPD.

Calculated values
HOMO energy (eV): -15.580
LUMO (eV): -4.900
ΔE to the lowest compared entry with this formula, charge and spin (kJ/mol): 140.8
2S+1: 1
Net charge: +1

Geometry as XYZ:
```
13
Properties=species:S:1:pos:R:3:forces:R:3:mulliken_charge:R:1
C 2.779 0.850 -0.062 0.4 -0.3 -0.2 0.64
C 1.315 -1.500 0.074 -1.6 1.1 -0.1 0.83
C -0.074 -1.675 -0.188 -0.8 -0.7 -1.6 -0.99
C 0.381 1.403 0.211 -0.4 0.0 -1.4 -1.01
N 1.595 0.616 0.057 -1.7 -0.6 -0.2 -0.31
O 3.914 0.808 -0.191 0.7 0.4 0.0 -0.28
O 2.322 -1.917 0.254 3.0 -1.2 0.5 -0.10
H -0.159 -2.854 -0.371 -0.2 2.7 -0.1 0.34
H -0.662 -1.390 0.663 -0.2 0.0 0.7 0.37
H -0.351 -0.887 -0.979 0.2 -1.8 0.6 0.37
H 0.607 2.310 0.629 1.0 2.3 1.3 0.49
H -0.216 0.937 0.993 -0.6 -0.2 -0.7 0.32
H -0.082 1.795 -0.763 0.3 -1.6 1.2 0.34
```
Forces are in eV/Å.

# 4
This record from the OMol25 dataset describes a gas-phase ion, C4H6NO2 (charge +1) in a non-equilibrium geometry. The level of theory is ωB97M-V/def2-TZVPD.

Calculated values
HOMO energy (spin up / spin down) (eV): -15.153 / -15.132
LUMO (spin up / spin down) (eV): -7.968 / -7.866
ΔE to the lowest compared entry with this formula, charge and spin (kJ/mol): 446.1
2S+1: 1
Net charge: +1

Geometry as XYZ:
```
13
Properties=species:S:1:pos:R:3:forces:R:3:mulliken_charge:R:1
C -0.221 -0.181 -1.830 0.4 0.4 -0.7 -0.74
C 0.222 0.411 -0.700 1.2 1.8 2.8 0.31
C -1.122 -1.146 -1.457 -2.4 -2.0 -2.0 0.36
C 0.286 0.311 1.885 -0.1 0.6 -0.3 -0.12
N -0.153 0.079 0.546 -2.3 -0.9 -3.1 -0.17
O -1.344 -1.488 -0.299 1.1 0.8 1.3 -0.29
O 1.628 0.274 1.967 2.1 1.5 -2.4 -0.41
H -0.048 0.174 -2.839 0.0 -0.2 0.3 0.38
H 0.905 1.296 -0.817 -0.4 -0.7 0.4 0.35
H -1.818 -1.579 -2.277 0.8 0.5 1.3 0.35
H -0.122 1.352 2.012 -0.1 -0.3 0.1 0.34
H -0.139 -0.296 2.697 -0.4 -0.1 -0.7 0.34
H 1.927 0.792 1.113 0.0 -1.4 2.9 0.32
```
Forces are in eV/Å.

# 5
This record from the OMol25 dataset describes C4H6NO2P in the gas phase in a non-equilibrium geometry. The level of theory is ωB97M-V/def2-TZVPD.

Calculated values
HOMO energy (eV): -9.049
LUMO (eV): -0.130
Structure (SMILES): N[P@]1(=O)C=CC=CO1
ΔE to the lowest compared entry with this formula, charge and spin (kJ/mol): 96.0
2S+1: 1
Net charge: 0

Geometry as XYZ:
```
14
Properties=species:S:1:pos:R:3:forces:R:3:mulliken_charge:R:1
N 0.321 -1.220 -1.607 -3.2 0.5 2.3 -0.70
P -0.944 0.073 -0.874 1.6 -2.4 -2.3 0.84
O -2.175 0.129 -1.674 0.5 0.5 0.4 -0.67
C 0.049 1.479 -0.405 -1.3 -1.3 0.3 -0.56
C 0.788 1.240 0.675 2.2 -0.4 0.4 0.06
C 0.773 0.057 1.495 -3.1 -0.5 0.0 -0.61
C -0.409 -0.716 1.523 5.7 -0.4 1.5 -0.04
O -1.213 -0.719 0.534 -2.6 0.8 -2.4 -0.33
H 0.426 -0.973 -2.577 0.0 0.1 -0.5 0.27
H -0.230 -2.153 -1.585 1.1 2.0 -0.2 0.27
H -0.049 2.469 -0.738 -0.1 0.9 -1.1 0.45
H 1.649 1.893 0.929 -1.1 0.2 0.0 0.28
H 1.567 0.068 2.193 0.2 -0.8 1.0 0.35
H -0.553 -1.629 2.110 0.0 0.8 0.6 0.38
```
Forces are in eV/Å.

# 6
This record from the OMol25 dataset describes a gas-phase ion, C4H6NO3S (charge -1) in a non-equilibrium geometry. The level of theory is ωB97M-V/def2-TZVPD.

Calculated values
HOMO energy (eV): -5.411
LUMO (eV): 3.694
Structure (SMILES): CC(C)(C#N)S(=O)(=O)[O-]
ΔE to the lowest compared entry with this formula, charge and spin (kJ/mol): 0.0
2S+1: 1
Net charge: -1

Geometry as XYZ:
```
15
Properties=species:S:1:pos:R:3:forces:R:3:mulliken_charge:R:1
C -0.814 -0.144 -1.275 -0.3 0.1 -0.3 -1.58
C -0.138 0.319 0.000 0.8 -2.0 0.0 1.29
C -0.814 -0.144 1.275 -0.3 0.1 0.3 -1.58
C 0.166 1.699 0.000 0.1 1.6 0.0 -0.01
N 0.389 2.827 0.000 -0.1 0.0 0.0 -0.62
S 1.517 -0.592 0.000 0.3 -0.2 0.0 1.23
O 2.177 -0.174 1.226 -0.1 0.1 0.0 -0.67
O 1.101 -1.992 0.000 -0.1 0.1 0.0 -0.69
O 2.177 -0.174 -1.226 -0.1 0.1 0.0 -0.67
H -0.828 -1.232 -1.262 -0.1 0.0 0.0 0.35
H -1.832 0.243 -1.369 0.0 0.0 0.1 0.43
H -0.220 0.176 -2.128 -0.1 0.0 -0.1 0.38
H -0.828 -1.232 1.263 -0.1 0.0 0.0 0.35
H -1.832 0.243 1.369 0.0 0.0 -0.1 0.43
H -0.220 0.177 2.128 -0.1 0.0 0.1 0.38
```
Forces are in eV/Å.

The highest ΔE to the lowest compared entry with this formula, charge and spin belongs to which entry? number 1

net charge of number 1 (C4H6NO2)? -1